(1)
{
  "formula": "C3H5IN2",
  "method": "ωB97M-V with the def2-TZVPD basis set",
  "total_charge": 0,
  "homo_ev": -8.635,
  "elements": ["C", "C", "C", "N", "N", "I", "H", "H", "H", "H", "H"],
  "coordinates": [[-0.623, -1.871, -0.034], [1.031, 1.938, -0.208], [-1.054, -0.638, 0.272], [1.477, 0.802, 0.155], [1.748, -0.170, 0.663], [-2.679, 0.219, -0.693], [0.216, -2.297, 0.545], [-0.687, -2.625, -0.905], [1.520, 2.484, -0.890], [-0.036, 2.118, -0.013], [-0.912, 0.039, 1.108]]
}

(2)
{
  "formula": "C48H53F2N7O2Si",
  "method": "ωB97M-V with the def2-TZVPD basis set",
  "total_charge": 0,
  "smiles": "C[Si](C)(CCC(F)(F)COC=O)c1ccccc1.c1ccncc1.c1ccncc1.c1ccncc1.c1ccncc1.c1ccncc1.c1ccncc1.c1ccncc1",
  "homo_ev": -9.182,
  "elements": ["C", "Si", "C", "C", "C", "C", "F", "F", "C", "O", "C", "O", "C", "C", "C", "C", "C", "C", "H", "H", "H", "H", "H", "H", "H", "H", "H", "H", "H", "H", "H", "H", "H", "H", "H", "H", "C", "C", "C", "N", "C", "C", "H", "H", "H", "H", "H", "C", "C", "C", "N", "C", "C", "H", "H", "H", "H", "H", "C", "C", "C", "N", "C", "C", "H", "H", "H", "H", "H", "C", "C", "C", "N", "C", "C", "H", "H", "H", "H", "H", "C", "C", "C", "N", "C", "C", "H", "H", "H", "H", "H", "C", "C", "C", "N", "C", "C", "H", "H", "H", "H", "H", "C", "C", "C", "N", "C", "C", "H", "H", "H", "H", "H"],
  "coordinates": [[2.324, -5.422, 3.139], [1.347, -4.084, 2.215], [0.512, -3.035, 3.530], [0.149, -4.972, 1.034], [-1.337, -5.100, 1.424], [-2.258, -4.080, 0.760], [-1.576, -3.194, -0.026], [-3.144, -4.720, -0.062], [-3.129, -3.261, 1.710], [-2.372, -2.238, 2.334], [-2.370, -1.054, 1.692], [-3.323, -0.552, 1.195], [2.452, -3.034, 1.099], [3.717, -3.471, 0.689], [4.491, -2.667, -0.157], [3.982, -1.464, -0.579], [2.725, -1.011, -0.199], [1.959, -1.813, 0.653], [1.765, -6.350, 3.041], [2.410, -5.168, 4.190], [3.315, -5.584, 2.727], [1.171, -2.964, 4.393], [0.308, -2.021, 3.199], [-0.416, -3.472, 3.888], [0.535, -5.987, 0.944], [0.258, -4.539, 0.047], [-1.490, -5.082, 2.499], [-1.677, -6.076, 1.086], [-3.989, -2.885, 1.162], [-3.494, -3.923, 2.489], [-1.396, -0.561, 1.686], [4.106, -4.417, 1.034], [5.464, -3.026, -0.456], [4.587, -0.855, -1.239], [2.332, -0.072, -0.555], [0.972, -1.498, 0.969], [-0.588, -2.019, -3.065], [-0.246, -1.373, -4.242], [1.075, -1.428, -4.663], [2.037, -2.067, -4.001], [1.692, -2.680, -2.870], [0.402, -2.686, -2.362], [-1.608, -2.001, -2.700], [-0.985, -0.834, -4.821], [1.386, -0.937, -5.579], [2.495, -3.187, -2.345], [0.181, -3.199, -1.443], [7.070, -0.019, 3.691], [6.677, -0.530, 4.917], [5.495, -1.252, 4.980], [4.708, -1.480, 3.929], [5.103, -0.981, 2.754], [6.269, -0.251, 2.585], [7.986, 0.550, 3.599], [7.273, -0.375, 5.806], [5.153, -1.673, 5.919], [4.459, -1.195, 1.915], [6.539, 0.128, 1.609], [0.726, 2.924, -3.642], [1.127, 4.206, -3.983], [2.273, 4.350, -4.752], [3.013, 3.328, -5.178], [2.613, 2.104, -4.838], [1.482, 1.847, -4.077], [-0.164, 2.766, -3.044], [0.564, 5.075, -3.665], [2.620, 5.335, -5.044], [3.235, 1.289, -5.194], [1.206, 0.833, -3.833], [-2.970, 8.426, -5.970], [-2.676, 7.088, -6.180], [-1.729, 6.487, -5.365], [-1.082, 7.124, -4.390], [-1.376, 8.409, -4.203], [-2.308, 9.103, -4.960], [-3.704, 8.932, -6.584], [-3.168, 6.521, -6.958], [-1.469, 5.442, -5.494], [-0.833, 8.903, -3.405], [-2.506, 10.147, -4.761], [1.528, 2.359, 5.916], [1.842, 3.636, 5.479], [2.895, 3.786, 4.589], [3.626, 2.771, 4.130], [3.311, 1.549, 4.562], [2.276, 1.291, 5.448], [0.712, 2.199, 6.611], [1.285, 4.498, 5.820], [3.172, 4.768, 4.221], [3.921, 0.745, 4.176], [2.066, 0.277, 5.760], [-4.583, 2.328, 4.370], [-4.754, 1.772, 3.112], [-5.387, 2.530, 2.139], [-5.844, 3.764, 2.344], [-5.673, 4.282, 3.559], [-5.051, 3.612, 4.601], [-4.093, 1.770, 5.158], [-4.406, 0.776, 2.886], [-5.536, 2.133, 1.141], [-6.056, 5.287, 3.698], [-4.939, 4.084, 5.567], [-5.884, -1.962, -3.927], [-5.588, -2.419, -5.202], [-4.728, -3.499, -5.331], [-4.166, -4.124, -4.299], [-4.460, -3.673, -3.080], [-5.309, -2.602, -2.841], [-6.551, -1.122, -3.783], [-6.014, -1.949, -6.078], [-4.472, -3.889, -6.311], [-3.986, -4.197, -2.259], [-5.512, -2.278, -1.829]]
}

(3)
{
  "formula": "C5H13N2",
  "method": "ωB97M-V with the def2-TZVPD basis set",
  "total_charge": 1,
  "smiles": "C=N[C@H](CC)[NH2+]C",
  "homo_ev": -14.106,
  "elements": ["C", "N", "C", "C", "C", "N", "C", "H", "H", "H", "H", "H", "H", "H", "H", "H", "H", "H", "H", "H"],
  "coordinates": [[-1.553, 1.981, -0.001], [-0.598, 1.341, 0.433], [-0.007, 0.209, -0.632], [-0.810, -1.083, -0.655], [-1.399, -1.831, 0.626], [1.296, -0.076, 0.124], [2.495, 0.885, 0.160], [-2.134, 2.724, 0.692], [-2.032, 1.743, -1.069], [0.288, 0.531, -1.551], [-0.155, -1.759, -1.171], [-1.520, -0.856, -1.350], [-0.730, -2.339, 1.204], [-1.783, -1.038, 1.248], [-2.151, -2.441, 0.359], [1.481, -1.074, -0.018], [1.119, -0.208, 1.141], [2.140, 1.928, -0.205], [2.722, 0.842, 1.153], [3.333, 0.523, -0.489]]
}

(4)
{
  "formula": "H2N3O",
  "method": "ωB97M-V with the def2-TZVPD basis set",
  "total_charge": -1,
  "smiles": "[NH-][N+]([NH-])=O",
  "homo_ev": -2.976,
  "elements": ["N", "N", "N", "O", "H", "H"],
  "coordinates": [[0.862, -0.139, -0.976], [0.007, 0.029, -0.025], [-1.004, -0.940, 0.012], [0.097, 0.961, 0.887], [1.657, 0.529, -0.766], [-1.425, -0.630, 0.874]]
}